(1)
Density functional theory data (wB97M-V/def2-TZVPD) for a structure of composition C27H19BrN2O8PTl in a non-equilibrium geometry.

The geometry in XYZ format:
```
59
Properties=species:S:1:pos:R:3:forces:R:3
Tl 0.483432 -0.197101 -0.800521 0.0 0.1 0.0
O -3.491628 -0.217335 -3.858899 -0.3 0.1 -0.6
C -2.978946 -0.315361 -2.744266 -0.9 -0.2 0.4
O -1.781265 -0.161885 -2.414981 0.9 0.1 -0.2
C -3.904164 -0.679241 -1.541105 0.7 0.2 -0.1
P -2.793475 -0.781872 -0.049050 -1.1 0.0 -0.1
C -2.290689 -2.544843 -0.109821 0.1 0.1 0.0
C -2.305959 -3.323186 1.045307 0.0 0.0 0.0
C -1.841470 -4.625688 1.029810 -0.2 -0.1 0.1
C -1.324501 -5.168355 -0.136451 0.0 -0.2 0.0
C -1.275318 -4.393613 -1.282112 0.1 -0.2 0.0
C -1.754339 -3.095230 -1.271828 -0.1 0.1 0.0
C -4.273770 -0.939903 1.066590 0.3 0.0 0.2
C -5.132435 -2.036418 1.089343 0.0 0.0 0.0
C -6.309244 -1.998682 1.814220 -0.1 -0.2 0.0
C -6.659147 -0.862240 2.523295 -0.1 0.1 0.1
C -5.814249 0.233637 2.512397 -0.2 0.1 0.1
C -4.631470 0.189329 1.795707 0.1 0.0 0.0
H -4.476045 -1.595918 -1.712333 0.1 0.1 -0.1
H -4.619493 0.132170 -1.375061 0.0 0.0 0.0
H -2.678805 -2.899260 1.967829 0.0 0.0 0.1
H -1.877511 -5.220660 1.934994 0.0 0.0 0.0
H -0.949201 -6.183813 -0.148310 0.0 0.0 0.0
H -0.859606 -4.807498 -2.192206 0.0 0.0 -0.1
H -1.708772 -2.497674 -2.168604 0.0 0.1 -0.1
H -4.881307 -2.926192 0.528238 0.0 0.0 0.0
H -6.971550 -2.854759 1.812911 0.0 -0.1 0.0
H -7.586375 -0.830990 3.080669 0.0 0.0 0.0
H -6.087866 1.127736 3.057077 0.0 0.1 0.1
H -3.967774 1.043514 1.790527 0.1 0.1 0.0
O 2.882270 -1.142387 0.255348 -0.1 0.0 0.0
C 3.316377 -0.935549 1.374449 0.4 -0.5 0.1
C 3.155767 0.207116 2.233974 -0.4 0.5 0.1
C 3.852803 0.200849 3.432170 0.1 0.0 0.2
C 3.752189 1.235534 4.353613 -0.6 -0.1 -1.0
C 2.867198 2.311470 4.090365 0.2 0.0 0.0
C 2.183369 2.355469 2.927729 -0.1 0.1 0.0
C 2.299779 1.343651 1.895596 0.3 0.1 0.2
O 1.735204 1.503923 0.804183 -0.1 -0.1 -0.3
N 4.518460 1.231128 5.515887 0.7 -0.1 0.8
O 5.328205 0.316396 5.699211 -0.1 0.1 0.1
O 4.384581 2.152629 6.328722 0.0 -0.1 -0.1
H 3.945841 -1.725506 1.844651 0.0 0.0 0.0
H 4.511889 -0.625532 3.670514 0.0 0.0 0.0
H 2.790167 3.092021 4.833851 -0.1 0.0 0.0
H 1.518207 3.176390 2.706368 -0.1 0.1 0.0
Br 1.889180 -6.126716 1.299368 0.0 0.0 0.1
C 1.135946 -4.837922 2.485596 0.2 -0.1 -0.1
C 0.815773 -5.224974 3.775548 0.1 -0.2 -0.2
N 0.301331 -4.380041 4.651943 -0.2 -0.2 0.4
C 0.095989 -3.131778 4.258888 0.0 0.4 -0.1
C 0.370957 -2.659789 2.981837 -0.1 0.2 -0.2
C 0.906999 -3.545176 2.056709 0.0 0.1 0.3
C 0.013601 -1.200454 2.605681 0.2 -0.8 0.5
O -0.004489 -0.397665 3.531106 -0.1 0.4 0.4
O -0.255055 -1.037664 1.395184 0.2 0.1 -0.5
H 0.973471 -6.241170 4.119888 0.1 0.0 -0.1
H -0.317366 -2.451966 4.990964 0.0 0.1 0.0
H 1.126926 -3.210221 1.052859 0.0 0.0 -0.1
```
Positions in Å, forces in eV/Å.

Properties
Molar mass   814.72 g/mol
Net charge   -2
HOMO-LUMO gap   0.255 hartree
E_tot   -4839.65144 a.u.
E_HOMO   -3.037 eV
ΔE to the lowest compared entry with this formula, charge and spin   11.4 kcal per mole



(2)
Density functional theory data (wB97M-V/def2-TZVPD) for a structure of composition C23H18CdCl3IN2O10S in a non-equilibrium geometry.

The geometry in XYZ format:
```
59
Properties=species:S:1:pos:R:3:forces:R:3
Cd 0.228720 -0.963042 0.395091 0.2 -0.2 0.2
O -1.192157 1.225038 3.899737 0.3 -0.4 -0.5
C -0.573598 0.944360 2.860651 0.2 1.7 1.1
O -0.577734 -0.136491 2.224123 -0.4 -0.6 0.2
C 0.342788 2.085297 2.323598 -0.2 -1.1 -1.2
C 0.813912 3.060448 3.143578 1.1 0.9 0.9
C 1.681863 4.103319 2.673411 -0.8 -1.2 -0.7
C 1.951248 4.151105 1.302651 1.0 1.3 0.3
C 1.481369 3.184224 0.478149 -0.7 -0.1 -0.2
C 0.719017 2.076886 0.917234 -0.7 0.0 0.1
O 0.377970 1.220850 0.043950 0.2 -0.2 0.0
N 1.765034 3.288561 -0.960336 0.2 0.4 0.7
O 0.878841 3.328068 -1.781087 -0.3 -0.1 0.1
O 2.947431 3.409338 -1.214587 0.6 0.0 -0.6
N 2.355284 5.043078 3.515845 0.1 0.2 -1.1
O 2.191983 5.031784 4.709591 -0.4 -0.3 1.3
O 3.106289 5.848308 2.968535 0.2 0.3 0.0
H 0.603064 2.977531 4.213334 -0.1 0.2 -0.4
H 2.570133 4.974764 0.906235 -0.4 -0.6 0.3
I 3.256931 -0.697719 -0.591630 0.0 -0.3 -0.1
C 3.285713 -2.808283 -0.504582 -0.4 -0.7 0.3
C 4.412626 -3.405620 -1.019430 -0.4 0.1 0.4
C 4.620379 -4.811918 -0.801515 0.8 1.0 -1.5
C 3.707214 -5.542753 -0.150745 0.0 -1.2 0.5
C 2.528394 -4.939649 0.350457 -1.4 -1.2 0.7
C 1.577440 -5.768246 1.056446 0.5 0.7 -0.2
C 0.469582 -5.192019 1.630122 0.3 -0.1 -0.6
C 0.183149 -3.825225 1.428207 1.0 0.4 -0.4
C 1.036335 -2.971391 0.728841 0.0 -0.8 -0.2
C 2.222585 -3.573899 0.173254 1.0 1.4 0.0
H 5.122817 -2.752180 -1.544582 -0.1 -0.7 0.3
H 5.462086 -5.318955 -1.282096 0.0 0.3 0.3
H 3.924716 -6.632998 0.009918 -0.6 1.1 -0.1
H 1.809034 -6.837383 1.083290 -0.3 0.3 0.3
H -0.245444 -5.771439 2.181748 -0.2 -0.4 0.2
H -0.735818 -3.426403 1.822822 -0.2 0.0 0.2
C -3.116258 4.654682 -1.509839 -0.9 -0.2 0.4
C -3.824039 3.508937 -0.710235 -0.2 0.3 -0.9
S -2.750009 2.227717 -0.062921 1.1 -0.6 -1.1
O -3.689970 1.277063 0.583502 -0.2 -0.1 0.0
C -2.207934 1.477799 -1.698343 -0.1 0.3 0.1
C -3.278126 0.632748 -2.374295 0.3 -0.4 -0.8
H -3.674191 5.618344 -1.461075 0.1 -0.8 0.0
H -2.946884 4.410514 -2.565721 -0.1 -0.1 0.3
H -2.167843 4.847539 -1.039096 0.6 0.1 0.1
H -4.600594 2.940729 -1.284625 0.4 0.8 0.6
H -4.186459 3.861669 0.256330 -0.6 0.3 -0.3
H -1.338093 0.873000 -1.429419 -0.3 0.2 -0.1
H -1.862729 2.277364 -2.386273 -0.1 -0.2 0.7
H -3.800223 -0.014172 -1.675942 0.2 -0.3 0.1
H -2.805059 0.029448 -3.202231 -0.4 0.4 1.0
H -4.053754 1.215935 -2.866550 -0.1 0.4 0.0
Cl -3.167167 -2.771163 -0.283014 0.0 -0.3 -0.2
C -2.386027 -3.300729 -1.803782 -0.8 0.8 0.4
Cl -1.567974 -4.821054 -1.569624 0.0 -0.6 0.0
Cl -3.734884 -3.463863 -3.046676 0.9 0.0 0.5
C -1.279657 -2.252768 -2.247591 -0.2 0.2 -1.0
O -0.883845 -2.447387 -3.391206 0.1 0.1 0.3
O -0.987457 -1.359690 -1.421611 -0.2 -0.2 -0.2
```
Positions in Å, forces in eV/Å.

Properties
Molar mass   860.14 g/mol
Net charge   -2
HOMO-LUMO gap   0.273 hartree
E_tot   -3993.30771 a.u.
E_HOMO   -3.382 eV
ΔE to the lowest compared entry with this formula, charge and spin   0.4 kcal per mole



(3)
Density functional theory data (wB97M-V/def2-TZVPD) for a structure of composition C19H41Cl30IOPS in a non-equilibrium geometry.

The geometry in XYZ format:
```
94
Properties=species:S:1:pos:R:3:forces:R:3
C 1.729033 0.407990 -1.117554 -0.2 -0.3 -0.3
C 1.697629 -1.137409 -0.808667 -0.6 0.9 -0.9
I 2.844290 -1.500936 0.984973 -0.3 -0.3 -0.2
C 0.240412 -1.723775 -0.742561 1.6 -0.1 0.6
S -0.619061 -0.794712 0.602430 1.1 0.9 -0.7
P -2.788567 -0.914145 0.456758 -3.5 -0.2 -0.1
C -3.320011 -0.822005 -1.331701 0.6 1.0 -0.4
O -3.359260 0.529097 1.122538 1.6 -0.4 -2.8
H 2.386308 0.926145 -0.398095 -0.3 -0.1 -0.7
H 2.064904 0.528498 -2.170263 0.0 0.1 0.8
H 0.733041 0.901330 -1.066087 0.5 -0.5 0.1
H 2.212782 -1.650345 -1.643773 -0.2 0.0 0.7
H -0.241260 -1.558176 -1.728066 -0.1 -0.1 0.8
H 0.288046 -2.789793 -0.448779 -0.4 0.6 -0.4
H -0.302635 -1.418069 1.784691 -0.4 -0.2 -0.9
H -2.527262 -0.552099 -2.060625 -0.5 -0.2 0.3
H -4.096689 -0.022104 -1.387633 0.6 -0.4 0.2
H -3.817610 -1.763093 -1.640220 0.8 0.7 0.6
H -2.782518 1.227432 0.733141 -0.9 0.4 0.3
C -2.079347 4.074400 -0.953989 -0.1 0.4 -0.3
Cl -0.811490 5.083637 -1.636647 0.1 -0.3 0.0
Cl -1.391540 2.667204 -0.113669 0.4 -0.2 -0.3
H -2.654066 4.658457 -0.244365 0.1 -0.1 0.1
H -2.725063 3.725645 -1.754112 0.1 -0.1 0.0
C -2.156210 -0.715287 4.753134 0.2 -0.1 0.3
Cl -2.391614 -0.608131 2.988331 0.4 -0.3 3.3
Cl -3.537392 -0.031345 5.613830 0.0 0.0 -0.1
H -2.045512 -1.756616 5.033489 -0.1 0.1 -0.1
H -1.262062 -0.162467 5.023673 -0.3 0.0 -0.1
C -2.676647 -4.890036 -1.277505 0.0 -0.3 0.1
Cl -2.894733 -3.649968 -0.022221 0.1 -0.8 0.0
Cl -1.659601 -4.292712 -2.590817 0.0 0.0 -0.1
H -2.203206 -5.761488 -0.834715 0.0 0.1 0.0
H -3.650320 -5.161461 -1.680512 0.3 0.2 0.2
C 1.575650 0.106616 5.907399 0.1 0.1 0.2
Cl 1.099681 -0.866592 4.509392 0.4 -0.2 -0.2
Cl 0.442933 1.439974 6.158389 -0.1 -0.3 0.4
H 1.584472 -0.522013 6.792382 -0.1 0.0 -0.1
H 2.567711 0.510923 5.730649 -0.1 0.0 -0.1
C -5.936194 -0.806342 -4.275483 -0.1 0.1 -0.1
Cl -4.676222 0.233518 -4.947398 0.0 0.0 0.0
Cl -5.239151 -2.198403 -3.432626 -0.4 -0.3 -0.4
H -6.529039 -0.230821 -3.571356 0.1 0.0 0.0
H -6.565704 -1.165368 -5.083383 0.1 -0.1 0.0
C -2.355597 3.525490 4.442321 -0.1 0.0 0.3
Cl -3.216962 4.956621 5.014698 0.0 0.0 0.0
Cl -2.119915 3.571863 2.686916 -0.2 -0.2 0.3
H -1.382697 3.483203 4.924607 0.0 0.1 -0.1
H -2.933725 2.641396 4.694531 0.0 0.1 -0.1
C 6.629925 -1.115002 0.024022 -0.1 0.1 0.1
Cl 6.707138 -1.670224 -1.655086 -0.1 0.0 0.0
Cl 8.243062 -0.829784 0.680713 0.0 0.0 0.1
H 6.065503 -0.188065 0.061705 0.1 0.0 -0.1
H 6.135040 -1.873795 0.621968 0.1 0.0 -0.1
C 3.177276 5.612176 -2.704590 0.1 0.1 0.2
Cl 1.761115 6.207901 -3.578829 0.0 0.1 0.0
Cl 3.707005 4.042918 -3.321936 0.1 0.0 0.1
H 3.986333 6.326423 -2.820090 -0.1 -0.1 -0.1
H 2.922868 5.507617 -1.653954 -0.1 -0.1 -0.1
C -6.171140 -7.368529 -2.536501 -0.2 -0.1 0.1
Cl -4.909333 -6.346741 -3.244566 -0.2 0.0 -0.3
Cl -5.475721 -8.745128 -1.678012 -0.1 0.0 0.0
H -6.752143 -6.774926 -1.837747 0.1 0.0 0.0
H -6.811066 -7.735747 -3.332472 0.2 0.0 0.0
C 4.155921 -4.730398 -2.436345 0.2 0.0 0.1
Cl 2.446666 -4.462066 -2.821379 -0.1 0.1 0.1
Cl 5.106626 -5.012106 -3.894652 0.0 0.0 0.1
H 4.543662 -3.852198 -1.928438 0.0 0.0 -0.1
H 4.236648 -5.598467 -1.789499 -0.1 0.0 -0.1
C -3.716696 7.389959 0.302738 -0.1 0.0 0.1
Cl -3.606797 6.801332 -1.363142 -0.4 0.3 -0.1
Cl -2.113557 7.615693 1.011134 0.0 0.0 0.1
H -4.240708 8.340319 0.305241 0.1 0.0 -0.1
H -4.263882 6.663871 0.897060 0.1 0.0 -0.1
C 0.978976 4.784707 3.171949 0.0 0.1 -0.2
Cl 2.318430 5.154897 2.077875 0.0 0.0 -0.1
Cl 1.516488 3.806618 4.546715 -0.1 0.3 -0.2
H 0.562187 5.715281 3.545044 0.1 0.0 0.0
H 0.220840 4.232701 2.624208 0.3 0.0 0.1
C 2.193680 0.270401 -5.413420 0.1 0.2 -0.1
Cl 1.322327 -0.994167 -4.530709 0.0 -0.2 0.0
Cl 1.493048 1.861938 -5.111806 0.0 0.0 0.0
H 3.229096 0.275327 -5.086263 -0.1 0.0 0.1
H 2.142639 0.055857 -6.476079 -0.1 0.0 0.1
C -1.762403 -4.948731 5.976862 -0.2 -0.2 0.1
Cl -0.543837 -3.858235 5.292748 0.0 0.0 0.0
Cl -1.011665 -6.330820 6.774667 -0.1 0.0 0.0
H -2.353979 -4.400927 6.704111 0.1 0.0 0.0
H -2.400278 -5.308612 5.175494 0.1 0.0 0.0
C 9.617131 1.038573 -2.230401 0.1 -0.1 0.0
Cl 8.716820 2.426527 -1.604273 0.0 0.0 0.1
Cl 9.790240 1.121344 -3.987050 0.0 -0.1 0.0
H 10.604615 1.029166 -1.779749 0.0 0.1 -0.1
H 9.083877 0.129376 -1.972681 -0.1 0.1 -0.1
```
Positions in Å, forces in eV/Å.

Properties
Molar mass   1539.07 g/mol
Net charge   +1
HOMO-LUMO gap   0.336 hartree
E_tot   -15666.43499 a.u.
E_HOMO   -11.632 eV



(4)
Density functional theory data (wB97M-V/def2-TZVPD) for an isolated molecule of C4H6FN3 in a non-equilibrium geometry.

The geometry in XYZ format:
```
14
Properties=species:S:1:pos:R:3:forces:R:3
C 1.166372 0.387026 -0.034937 1.2 3.2 -0.4
C 0.801224 1.714842 -0.349254 0.1 -2.0 -1.3
C 0.664091 -1.003670 -0.104034 1.5 -1.3 -0.3
C -1.550515 -0.199296 0.409102 -2.9 3.5 -0.2
H -0.046932 2.016874 -1.119172 1.4 -1.2 2.3
H 1.499312 2.581378 -0.134098 -0.7 -1.6 -0.1
H 2.432555 -1.806486 0.018133 -0.1 0.3 -0.4
H -1.151605 -1.864277 -0.543492 0.3 -0.3 -0.2
H -1.029540 0.546434 1.100827 -1.0 -1.1 -0.6
H -3.160539 0.625617 0.609334 -1.0 0.9 0.6
N 1.463032 -2.046750 -0.139185 -2.9 1.6 0.3
N -0.697494 -1.047235 -0.162615 -0.3 -2.5 -1.1
N -2.816864 -0.077556 0.005175 4.0 -1.5 1.0
F 2.426908 0.173101 0.444214 0.3 1.7 0.5
```
Positions in Å, forces in eV/Å.

Properties
Molar mass   115.11 g/mol
HOMO-LUMO gap   0.333 hartree
E_tot   -420.06701 a.u.
SMILES string   [H]/N=C/N/C(=N/[H])C(=C)F
E_HOMO   -9.392 eV
ΔE to the lowest compared entry with this formula, charge and spin   48.1 kcal per mole